{"formula": "C65H155N5O25", "method": "the ωB97M-V functional and the def2-TZVPD basis", "total_charge": 0, "gap_ev": 7.91, "total_energy_ha": -4723.908681, "symbols": ["C", "C", "O", "O", "H", "H", "H", "H", "H", "H", "C", "C", "O", "O", "H", "H", "H", "H", "H", "H", "C", "C", "O", "O", "H", "H", "H", "H", "H", "H", "C", "C", "O", "O", "H", "H", "H", "H", "H", "H", "C", "C", "O", "O", "H", "H", "H", "H", "H", "H", "C", "C", "O", "O", "H", "H", "H", "H", "H", "H", "C", "C", "O", "O", "H", "H", "H", "H", "H", "H", "C", "C", "O", "O", "H", "H", "H", "H", "H", "H", "C", "C", "O", "O", "H", "H", "H", "H", "H", "H", "C", "C", "O", "O", "H", "H", "H", "H", "H", "H", "C", "C", "C", "C", "C", "C", "N", "O", "C", "C", "C", "H", "H", "H", "H", "H", "H", "H", "H", "H", "H", "H", "H", "H", "H", "H", "H", "H", "H", "H", "C", "C", "C", "C", "C", "C", "N", "O", "C", "C", "C", "H", "H", "H", "H", "H", "H", "H", "H", "H", "H", "H", "H", "H", "H", "H", "H", "H", "H", "H", "C", "C", "C", "C", "C", "C", "N", "O", "C", "C", "C", "H", "H", "H", "H", "H", "H", "H", "H", "H", "H", "H", "H", "H", "H", "H", "H", "H", "H", "H", "C", "C", "C", "C", "C", "C", "N", "O", "C", "C", "C", "H", "H", "H", "H", "H", "H", "H", "H", "H", "H", "H", "H", "H", "H", "H", "H", "H", "H", "H", "C", "C", "C", "C", "C", "C", "N", "O", "C", "C", "C", "H", "H", "H", "H", "H", "H", "H", "H", "H", "H", "H", "H", "H", "H", "H", "H", "H", "H", "H"], "positions_angstrom": [[-19.319, 18.539, -14.548], [-19.546, 19.775, -15.478], [-18.283, 20.470, -15.570], [-18.993, 18.988, -13.249], [-18.529, 17.941, -15.009], [-20.227, 17.954, -14.400], [-20.220, 20.507, -15.028], [-19.953, 19.586, -16.473], [-18.154, 20.653, -14.628], [-18.095, 19.358, -13.189], [-16.821, 21.920, -18.258], [-17.760, 20.879, -18.827], [-17.463, 19.612, -18.245], [-15.475, 21.767, -18.610], [-16.909, 21.933, -17.173], [-17.218, 22.903, -18.561], [-17.640, 20.812, -19.910], [-18.810, 21.087, -18.604], [-17.711, 19.645, -17.310], [-15.337, 22.000, -19.532], [-22.443, 19.085, -11.218], [-22.945, 20.333, -11.988], [-23.203, 20.056, -13.357], [-23.592, 18.437, -10.733], [-21.799, 19.432, -10.410], [-21.786, 18.518, -11.885], [-22.332, 21.242, -11.934], [-23.818, 20.688, -11.435], [-22.351, 19.764, -13.700], [-23.890, 17.857, -11.441], [-14.157, 24.703, -15.879], [-13.036, 25.613, -16.351], [-13.151, 26.875, -15.690], [-14.136, 24.637, -14.468], [-14.035, 23.687, -16.257], [-15.118, 25.085, -16.253], [-12.904, 25.763, -17.421], [-12.199, 25.045, -15.929], [-13.650, 27.425, -16.303], [-13.953, 25.553, -14.205], [-13.636, 28.147, -11.906], [-13.600, 28.319, -13.419], [-13.991, 29.678, -13.761], [-14.809, 27.605, -11.345], [-13.249, 29.011, -11.354], [-12.918, 27.390, -11.566], [-14.340, 27.635, -13.838], [-12.586, 28.203, -13.799], [-14.200, 29.666, -14.701], [-15.488, 28.284, -11.251], [-25.846, 25.029, -16.930], [-25.948, 23.981, -15.810], [-25.607, 22.713, -16.348], [-25.887, 26.336, -16.367], [-26.459, 24.930, -17.826], [-24.824, 24.976, -17.316], [-26.961, 24.031, -15.388], [-25.373, 24.294, -14.935], [-25.739, 22.060, -15.652], [-26.811, 26.583, -16.245], [-22.855, 27.167, -16.751], [-23.305, 27.512, -18.174], [-23.341, 28.919, -18.269], [-23.639, 27.821, -15.754], [-21.796, 27.404, -16.652], [-22.954, 26.099, -16.524], [-24.282, 27.057, -18.369], [-22.622, 27.060, -18.894], [-23.741, 29.300, -17.481], [-24.550, 27.495, -15.848], [-21.456, 21.733, -18.844], [-22.803, 21.715, -18.163], [-23.173, 23.060, -17.815], [-21.216, 22.906, -19.600], [-21.282, 20.860, -19.475], [-20.710, 21.698, -18.041], [-22.736, 21.149, -17.228], [-23.670, 21.341, -18.714], [-24.053, 22.991, -17.417], [-21.910, 23.528, -19.340], [-15.090, 21.073, -14.806], [-15.440, 19.716, -14.214], [-16.359, 19.923, -13.143], [-14.104, 21.757, -14.033], [-15.976, 21.714, -14.837], [-14.715, 21.051, -15.833], [-14.538, 19.191, -13.895], [-15.971, 19.079, -14.918], [-15.951, 20.448, -12.446], [-14.219, 22.713, -14.097], [-17.104, 29.840, -13.903], [-17.845, 29.685, -12.560], [-16.955, 29.574, -11.443], [-16.418, 31.098, -14.028], [-17.766, 29.685, -14.756], [-16.352, 29.064, -14.077], [-18.418, 28.759, -12.531], [-18.513, 30.509, -12.310], [-16.573, 30.441, -11.270], [-15.662, 30.972, -13.437], [-22.802, 24.014, -6.074], [-22.586, 22.858, -7.084], [-21.479, 23.337, -8.019], [-20.900, 22.236, -8.893], [-20.585, 20.959, -8.118], [-21.541, 20.543, -6.924], [-22.111, 21.745, -6.245], [-22.981, 21.341, -5.218], [-22.707, 19.699, -7.496], [-20.664, 19.803, -5.901], [-23.857, 22.626, -7.905], [-23.569, 23.706, -5.360], [-23.118, 24.982, -6.470], [-21.913, 24.242, -5.485], [-21.854, 24.113, -8.689], [-20.646, 23.791, -7.476], [-19.943, 22.563, -9.310], [-21.541, 22.150, -9.777], [-19.602, 21.187, -7.705], [-20.552, 20.153, -8.850], [-23.718, 19.897, -7.140], [-22.724, 19.854, -8.573], [-22.615, 18.637, -7.259], [-19.849, 20.427, -5.523], [-21.100, 19.647, -4.906], [-20.369, 18.790, -6.172], [-24.018, 23.516, -8.514], [-24.702, 22.632, -7.209], [-23.840, 21.725, -8.510], [-23.866, 21.269, -5.609], [-14.191, 25.478, -6.331], [-14.927, 25.275, -7.644], [-15.503, 23.830, -7.465], [-16.758, 23.591, -8.322], [-17.800, 24.643, -7.935], [-17.324, 26.060, -8.335], [-16.025, 26.247, -7.644], [-15.567, 27.576, -7.887], [-17.258, 26.218, -9.859], [-18.431, 26.952, -7.782], [-13.968, 25.346, -8.804], [-13.415, 24.736, -6.133], [-14.879, 25.472, -5.485], [-13.755, 26.481, -6.301], [-14.803, 23.096, -7.878], [-15.648, 23.501, -6.439], [-17.185, 22.610, -8.074], [-16.670, 23.437, -9.400], [-18.159, 24.449, -6.924], [-18.656, 24.388, -8.572], [-16.631, 25.534, -10.427], [-18.280, 26.200, -10.241], [-16.875, 27.227, -10.025], [-18.324, 27.982, -8.129], [-19.416, 26.606, -8.099], [-18.413, 26.862, -6.696], [-14.508, 25.345, -9.754], [-13.239, 24.537, -8.785], [-13.417, 26.289, -8.772], [-15.362, 27.568, -8.838], [-19.716, 25.954, -18.825], [-18.422, 26.623, -19.388], [-18.077, 25.915, -20.703], [-18.884, 26.380, -21.910], [-18.835, 27.931, -22.008], [-19.306, 28.658, -20.701], [-18.588, 28.088, -19.567], [-18.913, 28.683, -18.355], [-18.911, 30.129, -20.861], [-20.849, 28.547, -20.537], [-17.264, 26.397, -18.406], [-19.611, 24.869, -18.841], [-20.572, 26.114, -19.486], [-20.006, 26.372, -17.861], [-17.042, 26.053, -21.027], [-18.243, 24.846, -20.553], [-19.952, 26.147, -21.939], [-18.504, 25.974, -22.849], [-19.523, 28.167, -22.818], [-17.784, 28.204, -22.104], [-17.856, 30.161, -21.143], [-19.435, 30.592, -21.698], [-19.017, 30.716, -19.951], [-21.397, 29.327, -21.077], [-21.237, 27.610, -20.934], [-21.306, 28.783, -19.568], [-17.097, 25.321, -18.283], [-17.409, 26.805, -17.407], [-16.304, 26.711, -18.825], [-19.889, 28.641, -18.306], [-21.434, 29.008, -13.765], [-22.597, 29.360, -12.784], [-23.790, 28.429, -13.078], [-23.858, 27.079, -12.338], [-23.507, 27.357, -10.856], [-22.153, 28.036, -10.617], [-22.043, 29.275, -11.428], [-20.837, 29.960, -11.198], [-22.080, 28.399, -9.131], [-21.021, 27.073, -10.929], [-23.055, 30.798, -13.030], [-20.616, 29.730, -13.728], [-21.713, 28.899, -14.816], [-20.942, 28.059, -13.535], [-24.737, 28.965, -12.959], [-23.826, 28.256, -14.157], [-23.082, 26.378, -12.667], [-24.772, 26.523, -12.541], [-23.598, 26.382, -10.375], [-24.295, 28.030, -10.508], [-22.950, 28.872, -8.675], [-21.772, 27.549, -8.522], [-21.296, 29.156, -9.051], [-19.968, 27.354, -10.877], [-21.105, 26.214, -10.254], [-21.125, 26.645, -11.931], [-23.568, 30.932, -13.983], [-22.206, 31.485, -13.099], [-23.666, 31.147, -12.196], [-21.144, 30.870, -11.110], [-20.833, 23.049, -15.224], [-20.636, 23.697, -13.862], [-20.075, 22.695, -12.835], [-18.562, 22.628, -12.669], [-17.950, 24.032, -12.670], [-18.368, 24.931, -13.817], [-19.869, 24.994, -13.872], [-20.288, 25.887, -14.870], [-17.814, 26.300, -13.526], [-17.766, 24.323, -15.120], [-22.053, 24.069, -13.387], [-21.458, 22.159, -15.142], [-19.902, 22.765, -15.722], [-21.324, 23.724, -15.928], [-20.516, 22.911, -11.860], [-20.333, 21.665, -13.092], [-18.050, 22.023, -13.417], [-18.218, 22.245, -11.704], [-16.872, 23.857, -12.606], [-18.172, 24.577, -11.749], [-18.448, 26.999, -12.984], [-16.908, 26.207, -12.922], [-17.505, 26.757, -14.472], [-16.695, 24.555, -15.103], [-17.806, 23.245, -15.261], [-18.146, 24.897, -15.968], [-22.723, 23.206, -13.305], [-22.553, 24.699, -14.129], [-22.122, 24.538, -12.403], [-20.828, 26.501, -14.358]], "lowdin_charge": [-0.21, -0.19, -0.11, -0.08, 0.12, 0.11, 0.07, 0.12, 0.03, 0.04, -0.26, -0.21, -0.07, -0.05, 0.09, 0.11, 0.13, 0.09, 0.04, 0.09, -0.23, -0.24, -0.07, -0.05, 0.09, 0.12, 0.08, 0.12, 0.06, 0.09, -0.24, -0.20, -0.09, -0.07, 0.13, 0.10, 0.13, 0.13, 0.10, 0.08, -0.23, -0.21, -0.09, -0.09, 0.13, 0.12, 0.10, 0.12, 0.08, 0.04, -0.21, -0.22, -0.06, -0.08, 0.14, 0.09, 0.12, 0.12, 0.11, 0.11, -0.20, -0.23, -0.06, -0.12, 0.10, 0.11, 0.11, 0.10, 0.09, 0.07, -0.24, -0.21, -0.11, -0.07, 0.13, 0.08, 0.11, 0.12, 0.04, 0.07, -0.23, -0.18, -0.09, -0.06, 0.10, 0.12, 0.13, 0.12, 0.11, 0.04, -0.21, -0.20, -0.08, -0.07, 0.12, 0.09, 0.08, 0.11, 0.10, 0.05, -0.03, -0.51, -0.15, -0.18, -0.10, -0.44, -0.11, -0.02, -0.02, -0.04, -0.02, 0.07, 0.08, 0.09, 0.11, 0.11, 0.09, 0.09, 0.11, 0.10, 0.07, 0.05, 0.09, 0.08, 0.08, 0.08, 0.09, 0.08, 0.07, 0.09, -0.06, -0.52, -0.12, -0.18, -0.15, -0.49, -0.08, -0.01, -0.02, -0.03, -0.03, 0.09, 0.09, 0.08, 0.11, 0.12, 0.10, 0.10, 0.13, 0.09, 0.07, 0.07, 0.06, 0.09, 0.07, 0.09, 0.07, 0.09, 0.08, 0.06, -0.01, -0.47, -0.14, -0.18, -0.12, -0.50, -0.12, -0.02, -0.04, -0.03, -0.04, 0.07, 0.06, 0.07, 0.12, 0.11, 0.10, 0.11, 0.12, 0.11, 0.08, 0.08, 0.08, 0.09, 0.07, 0.06, 0.06, 0.07, 0.08, 0.08, 0.00, -0.46, -0.13, -0.15, -0.12, -0.49, -0.11, -0.01, -0.03, -0.03, -0.03, 0.07, 0.07, 0.05, 0.12, 0.06, 0.06, 0.11, 0.12, 0.12, 0.08, 0.07, 0.08, 0.07, 0.08, 0.05, 0.09, 0.08, 0.09, 0.11, -0.03, -0.44, -0.11, -0.15, -0.14, -0.46, -0.07, -0.02, -0.01, 0.00, -0.04, 0.07, 0.07, 0.08, 0.10, 0.10, 0.07, 0.11, 0.13, 0.10, 0.06, 0.08, 0.08, 0.06, 0.05, 0.07, 0.08, 0.07, 0.07, 0.06]}